[1]
Molecular formula: C38H33AuI2N5OP2
Method: DFT, ωB97M-V/def2-TZVPD

The geometry in XYZ format:
```
82
Properties=species:S:1:pos:R:3:lowdin_charge:R:1
Au 0.920 0.099 -0.036 0.789
O -1.288 -1.341 1.944 -0.049
C -1.951 -0.470 2.753 -0.243
C -2.642 -0.759 3.916 0.028
C -3.311 0.266 4.573 -0.005
C -3.285 1.571 4.100 -0.028
C -2.525 1.870 2.987 -0.048
C -1.855 0.842 2.309 -0.264
P -0.794 1.437 0.991 1.063
C -1.737 2.078 -0.338 -0.374
C -3.016 1.545 -0.566 -0.056
C -3.774 2.024 -1.618 -0.029
C -3.262 3.020 -2.443 -0.007
C -1.988 3.544 -2.231 -0.070
C -1.211 3.063 -1.194 -0.208
C 0.270 2.615 1.779 -0.398
C 1.174 2.111 2.728 -0.115
C 1.981 2.977 3.437 -0.042
C 1.887 4.349 3.211 -0.024
C 0.967 4.855 2.301 -0.037
C 0.157 3.996 1.576 -0.071
C -1.622 -2.629 1.610 -0.232
C -2.406 -3.517 2.321 0.031
C -2.625 -4.787 1.797 -0.007
C -2.084 -5.174 0.579 -0.030
C -1.305 -4.277 -0.125 -0.053
C -1.078 -2.996 0.390 -0.268
P -0.019 -1.964 -0.617 1.025
C -0.760 -1.894 -2.224 -0.376
C 0.009 -1.804 -3.392 -0.168
C -0.622 -1.766 -4.622 -0.052
C -2.011 -1.766 -4.694 -0.015
C -2.778 -1.811 -3.535 -0.033
C -2.159 -1.880 -2.299 -0.068
C 1.615 -2.687 -0.626 -0.390
C 2.426 -2.447 0.501 -0.132
C 3.688 -3.014 0.581 -0.053
C 4.140 -3.826 -0.452 -0.017
C 3.329 -4.089 -1.552 -0.046
C 2.072 -3.521 -1.652 -0.113
H -2.637 -1.743 4.353 0.115
H -3.854 0.034 5.480 0.133
H -3.829 2.354 4.610 0.129
H -2.451 2.896 2.645 0.125
H -3.419 0.789 0.097 0.117
H -4.768 1.635 -1.790 0.127
H -3.862 3.394 -3.263 0.131
H -1.609 4.326 -2.876 0.127
H -0.212 3.450 -1.041 0.071
H 1.228 1.045 2.923 0.109
H 2.669 2.594 4.179 0.125
H 2.520 5.029 3.766 0.128
H 0.865 5.924 2.170 0.126
H -0.579 4.403 0.897 0.108
H -2.850 -3.267 3.267 0.105
H -3.228 -5.483 2.364 0.132
H -2.274 -6.160 0.179 0.128
H -0.888 -4.564 -1.084 0.124
H 1.089 -1.774 -3.339 0.025
H -0.036 -1.744 -5.532 0.124
H -2.499 -1.733 -5.659 0.129
H -3.858 -1.816 -3.600 0.124
H -2.757 -1.957 -1.399 0.115
H 2.050 -1.861 1.336 0.094
H 4.308 -2.849 1.453 0.125
H 5.121 -4.282 -0.388 0.132
H 3.678 -4.752 -2.334 0.132
H 1.449 -3.749 -2.504 0.113
I 3.710 -0.610 -3.011 0.876
C 2.457 0.610 -4.201 -1.095
I 0.851 1.519 -3.145 0.937
H 2.028 -0.007 -4.980 -0.033
H 3.061 1.408 -4.614 -0.027
N 4.389 4.251 0.354 0.182
N 3.967 2.954 0.319 -0.246
N 4.777 1.965 0.629 0.183
C 3.958 0.928 0.558 -0.191
N 2.721 1.311 0.232 -0.135
N 2.744 2.633 0.075 0.103
H 5.385 4.300 0.180 0.130
H 3.795 4.842 -0.211 0.122
H 4.264 -0.090 0.735 0.110
```

Its total charge is +3. The value obtained for the molar mass is 1088.44 g mol⁻¹. The lowest unoccupied orbital energy comes out at -0.40404 hartree.

[2]
Molecular formula: C23H17Cl3N3O5PtSe
Method: DFT, ωB97M-V/def2-TZVPD

The geometry in XYZ format:
```
53
Properties=species:S:1:pos:R:3:lowdin_charge:R:1
Pt -0.488 -0.175 0.342 0.872
N -1.107 -0.830 3.248 0.101
C -1.861 -1.944 2.991 -0.249
C -2.362 -2.661 4.066 -0.046
C -3.108 -3.832 3.920 -0.096
C -3.376 -4.318 2.674 -0.067
C -2.897 -3.623 1.543 -0.157
C -3.195 -4.119 0.250 -0.010
C -2.762 -3.457 -0.849 -0.016
C -2.007 -2.285 -0.676 -0.104
N -1.694 -1.802 0.513 -0.110
C -2.132 -2.436 1.666 -0.116
H -0.946 -0.179 2.485 -0.012
H -1.230 -0.417 4.156 0.093
H -2.149 -2.287 5.060 0.107
H -3.468 -4.345 4.803 0.101
H -3.952 -5.222 2.525 0.104
H -3.777 -5.029 0.170 0.116
H -2.964 -3.792 -1.856 0.118
H -1.618 -1.751 -1.543 0.068
Se -2.501 1.090 0.318 0.677
C -1.835 2.835 -0.093 -0.651
C -0.874 3.472 0.683 -0.132
C -0.468 4.749 0.333 -0.162
N -0.946 5.428 -0.709 0.044
C -1.860 4.805 -1.450 -0.170
C -2.327 3.525 -1.194 -0.150
H -0.439 2.980 1.542 0.092
H 0.287 5.255 0.927 0.098
H -2.236 5.352 -2.309 0.100
H -3.045 3.065 -1.859 0.095
Cl 1.111 1.042 -5.691 0.547
C 0.690 0.512 -4.050 -1.465
Cl 2.190 -0.029 -3.248 0.613
Cl 0.034 1.909 -3.157 0.599
C -0.406 -0.656 -4.035 -0.842
O -0.946 -0.891 -5.109 -0.035
O -0.560 -1.139 -2.899 -0.111
O 4.123 -1.558 0.199 0.075
C 4.355 -0.259 -0.059 -0.265
C 5.677 0.138 -0.262 -0.015
C 5.968 1.457 -0.546 -0.084
C 4.958 2.413 -0.636 -0.087
C 3.650 2.027 -0.431 -0.016
C 3.335 0.701 -0.133 -0.108
C 1.931 0.326 0.070 -0.597
O 1.010 1.204 0.064 -0.162
O 1.584 -0.882 0.282 -0.105
H 3.151 -1.678 0.264 0.084
H 6.453 -0.614 -0.201 0.114
H 6.999 1.746 -0.709 0.100
H 5.193 3.441 -0.877 0.098
H 2.835 2.735 -0.513 0.122
```

Its total charge is -1. The value obtained for the molar mass is 795.80 g mol⁻¹. As for the energy relative to the best compared isomer or geometry (same formula, charge and spin): 9.47 kcal per mole. The lowest unoccupied orbital energy comes out at 0.07119 hartree.

[3]
Molecular formula: C39H49F4N8SSiSn
Method: DFT, ωB97M-V/def2-TZVPD

The geometry in XYZ format:
```
103
Properties=species:S:1:pos:R:3:lowdin_charge:R:1
Sn 0.371 -0.056 -0.334 1.318
C -0.960 4.486 -2.797 -0.176
Si -0.046 2.783 -2.786 0.386
C -1.453 1.520 -2.887 -0.187
C 0.899 2.772 -4.455 -0.164
N 0.955 2.307 -1.488 -0.136
C 2.159 2.866 -1.274 -0.369
C 2.533 4.165 -1.689 -0.062
C 3.788 4.687 -1.476 -0.122
C 4.764 3.951 -0.821 -0.133
C 4.450 2.671 -0.392 -0.050
C 3.188 2.173 -0.607 -0.243
F 2.952 0.888 -0.167 -0.049
H -1.627 4.548 -3.654 0.017
H -0.276 5.328 -2.863 0.006
H -1.567 4.632 -1.909 -0.009
H -2.150 1.755 -3.683 0.031
H -1.992 1.515 -1.948 -0.007
H -1.067 0.521 -3.052 0.000
H 0.288 3.128 -5.281 0.015
H 1.233 1.766 -4.687 0.009
H 1.782 3.402 -4.395 0.011
H 1.789 4.754 -2.202 0.076
H 4.021 5.681 -1.835 0.092
H 5.754 4.349 -0.664 0.084
H 5.193 2.049 0.089 0.112
S -0.134 -2.171 2.301 0.554
C 1.226 -2.795 1.532 -0.844
C 1.770 -4.041 1.919 -0.133
C 2.864 -4.539 1.271 -0.103
C 3.439 -3.793 0.236 -0.096
C 2.864 -2.582 -0.080 -0.181
N 1.790 -2.094 0.525 -0.086
H 1.292 -4.574 2.727 0.083
H 3.280 -5.497 1.557 0.095
H 4.302 -4.155 -0.302 0.086
H 3.260 -1.952 -0.863 0.091
C -4.869 -2.190 -2.282 -0.075
N -4.094 -1.061 -1.840 -0.185
C -4.568 0.206 -2.318 -0.070
C -2.890 -1.228 -1.169 -0.388
N -2.433 -0.483 -0.218 0.092
C -3.213 0.320 0.599 -0.209
C -4.582 0.079 0.767 -0.043
C -5.366 0.810 1.638 -0.114
C -4.785 1.800 2.406 -0.113
C -3.423 2.010 2.317 -0.047
C -2.605 1.311 1.419 -0.216
N -1.234 1.440 1.462 0.066
C -0.575 2.438 1.959 -0.389
N 0.655 2.251 2.508 -0.143
C 1.723 3.212 2.373 -0.050
C 1.090 0.946 2.935 -0.102
N -1.006 3.753 2.000 -0.174
C -0.773 4.585 3.152 -0.076
C -1.859 4.296 0.986 -0.064
N -2.210 -2.337 -1.580 -0.159
C -1.302 -3.019 -0.703 -0.101
C -1.970 -2.551 -2.988 -0.057
H -5.893 -2.081 -1.902 0.086
H -4.446 -3.109 -1.883 0.094
H -4.920 -2.254 -3.377 0.086
H -5.621 0.350 -2.059 0.089
H -4.473 0.247 -3.412 0.091
H -3.989 1.014 -1.886 0.071
H -5.043 -0.737 0.233 0.103
H -6.420 0.584 1.737 0.091
H -5.383 2.378 3.101 0.093
H -2.962 2.703 3.007 0.104
H 1.409 4.066 1.781 0.090
H 2.568 2.749 1.857 0.079
H 2.068 3.562 3.353 0.090
H 0.234 0.277 3.000 0.006
H 1.569 1.037 3.914 0.091
H 1.814 0.506 2.238 0.059
H -0.357 3.981 3.956 0.093
H -1.725 5.014 3.489 0.086
H -0.088 5.415 2.944 0.084
H -1.878 3.608 0.146 0.080
H -1.458 5.257 0.651 0.092
H -2.884 4.453 1.349 0.085
H -1.484 -2.705 0.320 0.001
H -0.258 -2.801 -0.945 0.043
H -1.460 -4.098 -0.782 0.097
H -2.498 -1.806 -3.577 0.087
H -2.293 -3.549 -3.298 0.087
H -0.899 -2.446 -3.189 0.067
F 6.439 -3.314 -7.242 0.124
C 5.975 -4.036 -6.206 -0.580
F 5.641 -5.240 -6.721 0.120
F 7.057 -4.279 -5.426 0.123
C 4.858 -3.385 -5.464 -0.138
C 4.597 -2.026 -5.612 -0.013
C 3.600 -1.437 -4.864 -0.012
C 2.855 -2.189 -3.947 -0.248
C 3.110 -3.564 -3.834 -0.016
C 4.102 -4.154 -4.583 -0.016
C 1.908 -1.568 -3.103 -0.162
C 1.140 -1.036 -2.315 -0.176
H 5.179 -1.445 -6.312 0.116
H 3.396 -0.381 -4.965 0.115
H 2.534 -4.155 -3.137 0.116
H 4.303 -5.213 -4.497 0.120
```

Its total charge is -1. The value obtained for the molar mass is 884.73 g mol⁻¹. As for the energy relative to the best compared isomer or geometry (same formula, charge and spin): 7.98 kcal per mole. The lowest unoccupied orbital energy comes out at 0.09024 hartree.